Computed, not measured: a 11-piece molecular cluster, C32H34ClF11NO33S overall in a non-equilibrium geometry, with ωB97M-V with the def2-TZVPD basis set.

CARTESIAN COORDINATES (ANGSTROEM)
O: 2.56465 -2.96190 -0.86178
C: 1.45104 -2.76549 -1.21599
C: 0.37084 -3.82218 -1.16219
N: -0.74947 -3.38148 -2.09163
Cl: -1.36190 -4.63063 -3.11902
S: -2.18353 -2.66074 -1.24202
O: -2.57611 -1.59236 -2.06361
O: -2.99271 -3.74807 -0.87162
F: -1.45290 -2.13987 -0.00641
H: 1.10696 -1.78179 -1.58402
H: 0.72692 -4.81666 -1.41445
H: 0.01295 -3.84688 -0.13403
H: -0.39916 -2.64147 -2.74029
C: -3.24512 1.40434 -1.24257
C: -3.87696 1.85187 0.05415
O: -3.53236 3.22687 0.10040
C: -3.40281 3.65695 -1.19959
O: -3.36977 4.79148 -1.52519
O: -3.31996 2.59770 -2.03140
F: -3.33113 1.21263 1.13188
H: -2.19576 1.12901 -1.10442
H: -3.78312 0.59411 -1.72756
H: -4.96199 1.74746 0.10159
C: -3.84596 3.49576 3.12209
C: -2.67265 3.89093 3.99432
O: -3.30108 4.67002 5.00267
C: -4.57813 4.23118 5.12542
O: -5.29254 4.49406 6.03994
O: -4.91793 3.45511 4.08108
F: -1.77240 4.65098 3.33498
H: -4.05879 4.25716 2.37350
H: -3.71948 2.53681 2.63549
H: -2.15036 3.05656 4.46505
C: -6.84583 3.32211 8.49996
C: -5.81553 2.62876 9.36311
O: -6.61371 1.86534 10.24292
C: -7.78717 1.58220 9.60035
O: -8.56422 0.76111 9.94726
O: -7.91549 2.36626 8.50466
F: -5.06522 3.50461 10.07941
H: -7.18310 4.25080 8.96296
H: -6.49870 3.51967 7.49057
H: -5.14433 1.96031 8.82022
C: 3.67093 -2.55575 -4.56994
C: 3.38226 -1.76331 -5.83063
O: 1.94952 -1.63049 -5.77482
C: 1.59614 -1.66486 -4.48480
O: 0.51926 -1.37050 -4.03786
O: 2.59351 -2.10926 -3.71698
F: 3.71609 -2.43109 -6.94757
H: 3.57712 -3.62206 -4.74324
H: 4.63704 -2.34170 -4.12614
H: 3.82711 -0.76875 -5.86437
C: 1.22460 4.36535 -1.83722
C: 2.33698 3.61607 -1.13004
O: 1.60542 2.66633 -0.35582
C: 0.44389 2.42799 -0.99714
O: -0.29311 1.52082 -0.74891
O: 0.21566 3.34577 -1.94600
F: 3.05338 4.40378 -0.30798
H: 0.84706 5.18483 -1.22610
H: 1.50165 4.73867 -2.81766
H: 3.01935 3.08123 -1.79208
C: -0.85505 -5.12323 -7.28025
C: -0.12858 -6.38375 -7.71025
O: 1.17333 -6.17680 -7.16449
C: 1.04551 -5.38200 -6.08856
O: 1.87261 -5.21255 -5.24844
O: -0.16916 -4.80051 -6.05493
F: -0.04209 -6.49733 -9.04653
H: -0.71197 -4.31488 -7.99652
H: -1.91658 -5.26852 -7.10431
H: -0.53759 -7.30833 -7.30031
C: -3.49246 6.36692 8.46077
C: -4.13168 7.56053 9.13688
O: -3.04175 8.12828 9.83694
C: -1.89925 7.81099 9.16019
O: -0.84798 8.32588 9.32678
O: -2.15021 6.82561 8.26330
F: -5.09429 7.19791 10.01826
H: -3.48904 5.49603 9.11763
H: -3.95845 6.10553 7.51519
H: -4.54470 8.30419 8.45341
C: 6.77244 -3.54309 -2.12419
C: 8.25724 -3.61861 -1.84051
O: 8.81395 -3.54673 -3.14386
C: 7.95532 -2.85009 -3.92925
O: 8.20550 -2.39014 -4.98886
O: 6.74076 -2.74223 -3.31477
F: 8.60127 -4.79432 -1.27090
H: 6.35672 -4.52929 -2.33525
H: 6.20359 -3.07318 -1.32650
H: 8.64564 -2.80152 -1.23290
C: -5.39522 0.14214 -4.86613
C: -6.45691 -0.85654 -5.28355
O: -5.67200 -1.99264 -5.62738
C: -4.53079 -1.94422 -4.90587
O: -3.77356 -2.85339 -4.77744
O: -4.36749 -0.72319 -4.35291
F: -7.15072 -0.44948 -6.36292
H: -5.01130 0.69287 -5.72448
H: -5.72713 0.84136 -4.10473
H: -7.15791 -1.13508 -4.49540
C: 11.93590 -3.99639 1.97972
C: 11.70596 -3.17508 0.72747
O: 10.29474 -3.02939 0.72715
C: 9.86759 -3.09130 2.02312
O: 8.79009 -2.75929 2.38530
O: 10.84717 -3.57622 2.81258
F: 12.08735 -3.82650 -0.39370
H: 11.84500 -5.06259 1.77108
H: 12.88809 -3.79836 2.46194
H: 12.16817 -2.18712 0.73756

Force components x, y, z for each atom (eV/Å):
O 0.4 -0.3 0.3
C 0.0 0.6 -0.2
C 0.0 -0.2 0.1
N 0.2 -0.1 0.3
Cl 0.2 0.0 -0.1
S -1.1 -0.3 -0.7
O 0.3 0.0 0.3
O 0.3 0.2 0.2
F 0.3 0.2 0.1
H 0.1 0.1 0.0
H -0.1 0.0 -0.3
H -0.2 -0.2 -0.1
H 0.1 0.2 -0.2
C -0.1 -0.3 -0.2
C 0.3 0.2 -0.1
O -0.3 -0.3 -0.2
C 0.2 0.1 0.0
O 0.0 0.0 0.0
O -0.1 -0.1 0.0
F 0.0 -0.1 -0.2
H -0.3 0.1 0.1
H -0.1 0.2 -0.1
H 0.0 -0.1 0.1
C -0.1 0.0 0.1
C -0.1 0.2 -0.1
O 0.1 -0.2 0.1
C -0.1 0.1 0.0
O 0.1 0.1 -0.1
O 0.1 -0.1 -0.1
F 0.0 0.1 0.0
H 0.1 0.1 0.0
H -0.2 0.0 0.3
H 0.1 0.0 0.0
C 0.0 0.0 -0.2
C -0.1 0.1 0.2
O 0.1 -0.2 -0.2
C -0.1 0.1 0.1
O 0.0 0.0 0.0
O 0.1 0.0 0.0
F 0.0 0.0 0.0
H 0.1 0.0 0.1
H -0.2 -0.2 0.0
H 0.1 0.1 0.0
C 0.2 0.2 -0.1
C 0.1 -0.3 -0.1
O -0.1 0.5 0.2
C 0.1 -0.5 -0.1
O -0.4 -0.3 0.1
O 0.2 -0.1 0.1
F -0.2 0.0 0.0
H -0.1 -0.1 -0.1
H -0.1 0.2 0.1
H 0.0 0.0 -0.1
C 0.0 0.1 -0.1
C -0.1 0.2 0.1
O 0.2 -0.2 -0.2
C -0.2 0.0 0.2
O 0.4 0.0 0.1
O 0.1 0.1 -0.1
F -0.1 0.0 0.1
H 0.1 0.0 0.1
H -0.1 -0.2 -0.1
H 0.1 0.0 0.0
C -0.1 0.0 0.0
C 0.0 0.2 -0.1
O -0.1 -0.2 0.1
C 0.1 0.1 0.1
O 0.1 0.1 0.1
O -0.3 0.0 -0.2
F 0.1 0.1 0.0
H 0.1 -0.1 -0.1
H 0.0 0.0 0.2
H 0.0 0.0 -0.1
C -0.1 -0.1 -0.2
C 0.1 -0.1 0.2
O 0.0 0.2 -0.2
C 0.0 -0.1 0.1
O 0.0 0.0 0.0
O -0.1 0.0 0.0
F 0.0 0.0 0.0
H -0.1 0.1 0.1
H 0.2 0.1 -0.1
H -0.1 0.0 0.0
C -0.2 0.1 0.1
C 0.0 -0.2 0.0
O 0.0 0.3 0.1
C 0.0 -0.1 -0.1
O -0.1 0.0 0.0
O 0.0 -0.1 0.2
F 0.0 0.0 -0.1
H 0.1 -0.1 0.0
H 0.0 0.2 -0.1
H 0.1 -0.1 0.1
C 0.0 0.1 0.1
C 0.1 0.1 -0.2
O -0.1 -0.1 0.3
C 0.1 0.0 -0.2
O 0.1 0.0 0.1
O -0.1 0.1 0.0
F 0.1 0.0 -0.1
H -0.1 0.0 -0.1
H 0.1 -0.1 0.1
H -0.1 0.0 0.0
C 0.1 0.0 0.1
C -0.1 -0.2 0.0
O 0.1 0.3 0.0
C -0.1 -0.1 0.0
O 0.0 -0.1 -0.1
O 0.1 0.0 -0.1
F -0.1 0.0 0.0
H 0.0 0.0 -0.1
H -0.1 0.1 0.1
H 0.1 0.0 -0.1

Summary:
LUMO energy   -4.540 eV
Total energy   -5734.1619 a.u.
HOMO energy   -12.2 eV
Total charge   +1

Here are the Löwdin charges for atoms 1 to 99, given in e:
1 O 0.13
2 C -0.25
3 C -0.10
4 N -0.48
5 Cl 0.91
6 S 0.62
7 O -0.16
8 O -0.18
9 F -0.06
10 H 0.13
11 H 0.14
12 H 0.14
13 H 0.09
14 C -0.07
15 C -0.29
16 O 0.11
17 C -0.54
18 O 0.20
19 O 0.08
20 F 0.05
21 H 0.10
22 H 0.12
23 H 0.18
24 C -0.04
25 C -0.30
26 O 0.14
27 C -0.54
28 O 0.15
29 O 0.09
30 F 0.09
31 H 0.14
32 H 0.11
33 H 0.18
34 C -0.05
35 C -0.32
36 O 0.13
37 C -0.55
38 O 0.19
39 O 0.07
40 F 0.07
41 H 0.15
42 H 0.10
43 H 0.17
44 C -0.01
45 C -0.27
46 O 0.16
47 C -0.56
48 O 0.13
49 O 0.06
50 F 0.11
51 H 0.13
52 H 0.13
53 H 0.18
54 C -0.02
55 C -0.30
56 O 0.15
57 C -0.55
58 O 0.14
59 O 0.09
60 F 0.10
61 H 0.15
62 H 0.14
63 H 0.17
64 C -0.03
65 C -0.30
66 O 0.16
67 C -0.57
68 O 0.16
69 O 0.02
70 F 0.10
71 H 0.15
72 H 0.14
73 H 0.18
74 C -0.05
75 C -0.31
76 O 0.13
77 C -0.55
78 O 0.19
79 O 0.07
80 F 0.08
81 H 0.14
82 H 0.12
83 H 0.17
84 C -0.04
85 C -0.31
86 O 0.15
87 C -0.54
88 O 0.19
89 O 0.03
90 F 0.09
91 H 0.15
92 H 0.14
93 H 0.16
94 C -0.03
95 C -0.30
96 O 0.15
97 C -0.56
98 O 0.14
99 O 0.05